{
  "formula": "C18H22BrN2O4PSr",
  "method": "the ωB97M-V functional and the def2-TZVPD basis",
  "symbols": ["C", "Br", "H", "H", "H", "H", "O", "H", "C", "C", "C", "C", "H", "H", "C", "H", "H", "H", "H", "C", "H", "C", "H", "H", "C", "O", "H", "P", "O", "H", "C", "H", "H", "H", "Sr", "C", "C", "C", "C", "C", "O", "N", "C", "H", "C", "C", "N", "H", "H"],
  "coordinates": [[0.82882, -4.62369, 1.76221], [-0.04906, -2.69190, 3.66952], [0.54861, -5.35566, 2.50441], [-1.11031, 1.60297, -1.14819], [-5.75621, -0.71020, 0.13116], [-3.40638, -1.39914, 0.46190], [0.64661, 2.36648, 1.35935], [-1.89346, 2.80663, 1.70074], [5.38011, 1.43114, -2.53170], [1.49807, 2.84879, 0.48359], [-3.72403, -0.41302, 0.81247], [1.73585, -3.99113, -0.36525], [-2.78528, 1.29847, -1.55756], [2.17972, -4.23063, -1.32035], [1.38446, -4.98118, 0.54131], [3.40751, 3.08935, -1.48814], [-4.76834, 0.21119, -0.99589], [-4.26690, 2.82331, -0.25805], [-1.23353, -0.27233, -2.78052], [-4.97144, 0.04410, 0.06265], [5.32525, -0.64558, -0.79926], [3.66432, -0.13636, 0.49077], [-0.65190, -0.90099, -1.24166], [-3.47441, 2.16146, 2.11715], [-1.91370, 0.86523, -1.06473], [5.22761, 2.51380, -3.11330], [-2.32354, -1.16979, -1.72867], [-2.23207, 0.65994, 0.73173], [6.12029, 0.45723, -2.76126], [1.54684, -6.02478, 0.30799], [-3.40288, 3.26060, 0.24146], [-3.72625, 4.18505, 0.72054], [-3.94604, -0.53834, 1.87601], [-5.36768, 0.96952, 0.47937], [0.57133, 0.22381, 2.04916], [-2.78404, 2.33033, 1.28429], [4.45044, 1.22753, -1.30061], [3.48539, 2.16099, -0.93987], [2.61458, 1.87684, 0.09624], [-1.50970, -0.44248, -1.74038], [1.45337, 3.94162, -0.03151], [2.68267, 0.72455, 0.79435], [1.51535, -2.67095, -0.01973], [3.71793, -1.03424, 1.10291], [0.65963, -3.27446, 1.99339], [4.55390, 0.06772, -0.54035], [0.97610, -2.31450, 1.15432], [1.79437, -1.86099, -0.68305], [-2.67197, 3.53367, -0.51897]],
  "lowdin_charge": [-0.088, 0.760, 0.110, 0.086, 0.072, 0.065, -0.358, 0.054, -0.696, -0.614, -0.423, -0.023, 0.074, 0.121, -0.031, 0.131, 0.067, 0.056, 0.080, -0.143, 0.115, -0.172, 0.044, 0.078, -0.411, -0.023, 0.066, 0.882, -0.046, 0.121, -0.141, 0.076, 0.071, 0.063, 1.346, -0.403, -0.076, 0.070, -0.192, -0.144, 0.079, -0.071, -0.122, 0.098, -0.734, -0.002, -0.065, 0.117, 0.075],
  "energy_ev": -110362.4518,
  "e_homo_ev": -7.2207,
  "spin_multiplicity": 1
}



{
  "formula": "C18H30ClN3O5P2",
  "method": "the ωB97M-V functional and the def2-TZVPD basis",
  "symbols": ["C", "H", "H", "H", "N", "O", "H", "H", "H", "N", "P", "H", "C", "C", "Cl", "H", "N", "H", "H", "C", "C", "C", "H", "H", "H", "C", "H", "C", "O", "H", "H", "H", "C", "C", "H", "C", "C", "H", "H", "H", "H", "O", "H", "H", "H", "C", "H", "C", "P", "O", "H", "H", "C", "H", "C", "C", "H", "O", "C"],
  "coordinates": [[-0.18829, 0.28061, 0.94826], [6.22931, -1.67965, -1.21423], [-3.01390, -1.40733, -0.98936], [4.34815, 0.21248, 3.22304], [-6.26343, -3.03966, -1.43694], [0.32632, 2.82347, 2.58098], [2.09130, 6.35678, 1.09039], [2.21203, 3.15891, 1.88811], [-0.99491, -2.66556, -2.23456], [0.91868, 4.64213, 1.36008], [2.62029, -1.05109, 0.66608], [2.90002, 4.81979, 0.72253], [1.96008, 5.36430, 0.65399], [3.72541, 0.99159, 2.79459], [1.32947, -3.68729, -0.69768], [-1.67019, 0.79177, 2.41965], [4.15141, -0.19997, 0.69243], [4.74491, -3.69574, -1.21123], [-8.16233, -3.91628, -1.33623], [4.87132, -0.16205, -0.57999], [-1.47191, 0.30709, 1.47839], [-2.48775, -0.32639, 0.76383], [2.69601, 0.65334, 2.89899], [-1.12817, 4.47405, 0.94891], [1.69337, 5.47369, -0.39890], [0.11794, -0.34572, -0.26158], [1.72896, -0.82800, -1.63379], [6.21987, -0.82073, -0.55713], [4.27550, 2.10288, 0.76054], [-7.75552, -3.17029, -2.89143], [1.83920, 0.74107, -0.80573], [6.98531, -0.10118, -0.82530], [-5.90480, -2.91004, -0.03348], [-0.73628, -1.61349, -2.33292], [-5.31107, -3.76806, 0.28253], [1.16419, 3.47812, 1.98281], [-0.91480, -0.94852, -0.99811], [-8.15688, -2.14793, -1.50065], [-1.41633, -1.20958, -3.07845], [0.60176, 0.75588, 1.50844], [-6.80827, -2.85160, 0.56788], [-4.08894, -3.10571, -2.07267], [-5.30703, -2.01098, 0.11961], [-5.64054, -3.22061, -3.38149], [0.26909, -1.55688, -2.72840], [-2.20687, -0.92602, -0.45343], [-3.48247, -0.32748, 1.18657], [-0.42994, 5.18169, 1.39712], [3.14425, -3.11654, 0.07291], [4.09856, -2.98219, -1.26466], [-0.46033, 6.11965, 0.84874], [6.44455, -1.17781, 0.44493], [-5.27422, -3.12690, -2.34508], [-0.73686, 5.35258, 2.42948], [4.05598, 1.06972, 1.32546], [1.57351, -0.30802, -0.70127], [3.89147, 1.94734, 3.26865], [4.44641, 0.37660, -1.54890], [-7.66261, -3.07024, -1.81226]],
  "lowdin_charge": [-0.088, 0.068, 0.077, 0.085, -0.196, 0.001, 0.088, 0.110, 0.063, -0.190, 0.855, 0.082, -0.048, -0.020, 0.246, 0.098, -0.204, 0.034, 0.089, -0.523, -0.073, -0.086, 0.058, 0.093, 0.091, -0.267, 0.050, 0.000, 0.097, 0.082, 0.092, 0.091, -0.031, -0.075, 0.097, -0.338, -0.232, 0.089, 0.084, 0.062, 0.086, 0.004, 0.080, 0.134, 0.051, -0.045, 0.089, -0.038, 0.343, -0.426, 0.084, 0.080, -0.343, 0.092, -0.556, -0.307, 0.085, 0.134, -0.060],
  "energy_ev": -64961.9799,
  "e_homo_ev": -8.2184,
  "spin_multiplicity": 1
}



Repeat the first record exactly.
{
  "formula": "C18H22BrN2O4PSr",
  "method": "the ωB97M-V functional and the def2-TZVPD basis",
  "symbols": ["C", "Br", "H", "H", "H", "H", "O", "H", "C", "C", "C", "C", "H", "H", "C", "H", "H", "H", "H", "C", "H", "C", "H", "H", "C", "O", "H", "P", "O", "H", "C", "H", "H", "H", "Sr", "C", "C", "C", "C", "C", "O", "N", "C", "H", "C", "C", "N", "H", "H"],
  "coordinates": [[0.82882, -4.62369, 1.76221], [-0.04906, -2.69190, 3.66952], [0.54861, -5.35566, 2.50441], [-1.11031, 1.60297, -1.14819], [-5.75621, -0.71020, 0.13116], [-3.40638, -1.39914, 0.46190], [0.64661, 2.36648, 1.35935], [-1.89346, 2.80663, 1.70074], [5.38011, 1.43114, -2.53170], [1.49807, 2.84879, 0.48359], [-3.72403, -0.41302, 0.81247], [1.73585, -3.99113, -0.36525], [-2.78528, 1.29847, -1.55756], [2.17972, -4.23063, -1.32035], [1.38446, -4.98118, 0.54131], [3.40751, 3.08935, -1.48814], [-4.76834, 0.21119, -0.99589], [-4.26690, 2.82331, -0.25805], [-1.23353, -0.27233, -2.78052], [-4.97144, 0.04410, 0.06265], [5.32525, -0.64558, -0.79926], [3.66432, -0.13636, 0.49077], [-0.65190, -0.90099, -1.24166], [-3.47441, 2.16146, 2.11715], [-1.91370, 0.86523, -1.06473], [5.22761, 2.51380, -3.11330], [-2.32354, -1.16979, -1.72867], [-2.23207, 0.65994, 0.73173], [6.12029, 0.45723, -2.76126], [1.54684, -6.02478, 0.30799], [-3.40288, 3.26060, 0.24146], [-3.72625, 4.18505, 0.72054], [-3.94604, -0.53834, 1.87601], [-5.36768, 0.96952, 0.47937], [0.57133, 0.22381, 2.04916], [-2.78404, 2.33033, 1.28429], [4.45044, 1.22753, -1.30061], [3.48539, 2.16099, -0.93987], [2.61458, 1.87684, 0.09624], [-1.50970, -0.44248, -1.74038], [1.45337, 3.94162, -0.03151], [2.68267, 0.72455, 0.79435], [1.51535, -2.67095, -0.01973], [3.71793, -1.03424, 1.10291], [0.65963, -3.27446, 1.99339], [4.55390, 0.06772, -0.54035], [0.97610, -2.31450, 1.15432], [1.79437, -1.86099, -0.68305], [-2.67197, 3.53367, -0.51897]],
  "lowdin_charge": [-0.088, 0.760, 0.110, 0.086, 0.072, 0.065, -0.358, 0.054, -0.696, -0.614, -0.423, -0.023, 0.074, 0.121, -0.031, 0.131, 0.067, 0.056, 0.080, -0.143, 0.115, -0.172, 0.044, 0.078, -0.411, -0.023, 0.066, 0.882, -0.046, 0.121, -0.141, 0.076, 0.071, 0.063, 1.346, -0.403, -0.076, 0.070, -0.192, -0.144, 0.079, -0.071, -0.122, 0.098, -0.734, -0.002, -0.065, 0.117, 0.075],
  "energy_ev": -110362.4518,
  "e_homo_ev": -7.2207,
  "spin_multiplicity": 1
}



Copy entry 1 word for word.
{
  "formula": "C18H22BrN2O4PSr",
  "method": "the ωB97M-V functional and the def2-TZVPD basis",
  "symbols": ["C", "Br", "H", "H", "H", "H", "O", "H", "C", "C", "C", "C", "H", "H", "C", "H", "H", "H", "H", "C", "H", "C", "H", "H", "C", "O", "H", "P", "O", "H", "C", "H", "H", "H", "Sr", "C", "C", "C", "C", "C", "O", "N", "C", "H", "C", "C", "N", "H", "H"],
  "coordinates": [[0.82882, -4.62369, 1.76221], [-0.04906, -2.69190, 3.66952], [0.54861, -5.35566, 2.50441], [-1.11031, 1.60297, -1.14819], [-5.75621, -0.71020, 0.13116], [-3.40638, -1.39914, 0.46190], [0.64661, 2.36648, 1.35935], [-1.89346, 2.80663, 1.70074], [5.38011, 1.43114, -2.53170], [1.49807, 2.84879, 0.48359], [-3.72403, -0.41302, 0.81247], [1.73585, -3.99113, -0.36525], [-2.78528, 1.29847, -1.55756], [2.17972, -4.23063, -1.32035], [1.38446, -4.98118, 0.54131], [3.40751, 3.08935, -1.48814], [-4.76834, 0.21119, -0.99589], [-4.26690, 2.82331, -0.25805], [-1.23353, -0.27233, -2.78052], [-4.97144, 0.04410, 0.06265], [5.32525, -0.64558, -0.79926], [3.66432, -0.13636, 0.49077], [-0.65190, -0.90099, -1.24166], [-3.47441, 2.16146, 2.11715], [-1.91370, 0.86523, -1.06473], [5.22761, 2.51380, -3.11330], [-2.32354, -1.16979, -1.72867], [-2.23207, 0.65994, 0.73173], [6.12029, 0.45723, -2.76126], [1.54684, -6.02478, 0.30799], [-3.40288, 3.26060, 0.24146], [-3.72625, 4.18505, 0.72054], [-3.94604, -0.53834, 1.87601], [-5.36768, 0.96952, 0.47937], [0.57133, 0.22381, 2.04916], [-2.78404, 2.33033, 1.28429], [4.45044, 1.22753, -1.30061], [3.48539, 2.16099, -0.93987], [2.61458, 1.87684, 0.09624], [-1.50970, -0.44248, -1.74038], [1.45337, 3.94162, -0.03151], [2.68267, 0.72455, 0.79435], [1.51535, -2.67095, -0.01973], [3.71793, -1.03424, 1.10291], [0.65963, -3.27446, 1.99339], [4.55390, 0.06772, -0.54035], [0.97610, -2.31450, 1.15432], [1.79437, -1.86099, -0.68305], [-2.67197, 3.53367, -0.51897]],
  "lowdin_charge": [-0.088, 0.760, 0.110, 0.086, 0.072, 0.065, -0.358, 0.054, -0.696, -0.614, -0.423, -0.023, 0.074, 0.121, -0.031, 0.131, 0.067, 0.056, 0.080, -0.143, 0.115, -0.172, 0.044, 0.078, -0.411, -0.023, 0.066, 0.882, -0.046, 0.121, -0.141, 0.076, 0.071, 0.063, 1.346, -0.403, -0.076, 0.070, -0.192, -0.144, 0.079, -0.071, -0.122, 0.098, -0.734, -0.002, -0.065, 0.117, 0.075],
  "energy_ev": -110362.4518,
  "e_homo_ev": -7.2207,
  "spin_multiplicity": 1
}